Density functional theory data (ωB97M-V with the def2-TZVPD basis set) for a structure of composition C22H25F2I2N3O3V at a distorted geometry.

Calculated values
Spin multiplicity: 2
Frontier orbital gap (spin up / spin down) (eV): 3.5 / 3.1
LUMO level (spin up / spin down) (eV): -1.6 / -1.6
Expectation value of S²: 1.13

```
58
Properties=species:S:1:pos:R:3:forces:R:3
V 0.342 0.024 0.288 0.3810 -0.6785 -0.4259
I -0.241 -4.920 -0.616 -0.1358 0.0373 0.2813
C -0.962 -3.757 0.992 0.5159 0.3162 -0.7111
C -1.720 -4.297 2.023 -0.2837 0.1319 0.4442
C -2.211 -3.469 3.010 -0.1906 -0.5579 0.1407
I -3.291 -4.369 4.586 0.1292 0.1507 -0.2369
C -2.009 -2.070 2.990 0.1791 0.3344 -0.2655
C -2.523 -1.121 3.900 -0.0030 0.1939 0.0664
C -2.222 0.213 3.712 -0.1950 -0.3601 0.0936
C -1.431 0.632 2.648 -0.0395 -0.0316 -0.2513
N -0.930 -0.235 1.750 -0.1300 0.3696 0.6433
C -1.216 -1.564 1.934 -0.1647 -0.4303 0.2875
C -0.645 -2.403 0.940 -0.3397 -0.5198 0.2284
O 0.111 -1.839 0.043 -0.5170 -1.5209 -0.5249
H -1.925 -5.357 2.063 0.0312 -0.0105 -0.0460
H -3.145 -1.439 4.724 0.0271 -0.0022 0.0179
H -2.613 0.951 4.400 0.0423 0.0405 -0.0090
H -1.188 1.674 2.490 0.0385 -0.0159 0.0121
F 3.061 -0.716 0.710 0.1831 -0.1005 0.1709
C 1.900 -0.372 1.478 0.6639 0.2221 0.4305
F 2.264 0.813 2.137 0.0838 -0.2733 0.0466
H 1.841 -1.150 2.257 0.2071 0.0514 -0.0626
N 0.519 -2.113 -4.769 -0.0060 0.0535 0.0007
C 1.524 -1.401 -3.912 0.1573 0.3390 0.4973
C 0.884 -1.203 -2.539 0.1268 -0.0382 -0.1608
N 1.596 -0.281 -1.688 0.0516 0.0352 0.0775
H 0.865 -2.295 -5.709 -0.0243 -0.0582 -0.0761
H -0.319 -1.529 -4.833 -0.0394 -0.0512 -0.0377
H 0.257 -2.998 -4.328 -0.0727 -0.0445 -0.0031
H 1.742 -0.440 -4.374 -0.0369 -0.0046 -0.1762
H 2.428 -2.004 -3.851 -0.0416 -0.0468 -0.1359
H 0.807 -2.160 -2.018 -0.1325 0.0424 0.0196
H -0.128 -0.812 -2.686 -0.1184 -0.0105 0.0032
H 1.702 0.630 -2.115 0.0246 0.1290 -0.0749
H 2.502 -0.637 -1.397 -0.0517 0.0550 0.2846
C -0.646 1.889 -6.491 -0.0305 0.0804 0.0589
C -0.423 2.098 -5.014 0.0700 -0.0878 -0.0379
C -1.402 1.772 -4.083 -0.0315 0.0185 -0.0476
C -1.230 2.030 -2.723 0.1072 -0.0447 0.1641
C -2.321 1.692 -1.740 0.0916 -0.0219 -0.0417
C -0.037 2.614 -2.286 0.2186 -0.2020 -0.0462
C 0.961 2.958 -3.211 -0.0714 -0.1282 0.1057
C 2.239 3.601 -2.747 -0.0427 0.0565 0.0004
C 0.755 2.687 -4.559 -0.0485 -0.0804 -0.0113
C 0.220 2.862 -0.800 -0.5175 0.1765 -0.0896
O 0.381 4.003 -0.415 0.1443 -0.0345 -0.0050
O 0.184 1.807 -0.056 -0.2397 2.5790 -0.6920
H -1.490 1.222 -6.683 0.0680 -0.0045 0.0068
H 0.247 1.498 -6.985 -0.0475 -0.0227 0.0090
H -0.877 2.843 -6.968 -0.0109 -0.0152 -0.0591
H -2.343 1.348 -4.427 0.0306 0.0237 0.0378
H -3.251 1.450 -2.252 0.0058 -0.0259 -0.0041
H -2.501 2.533 -1.070 -0.0158 -0.0348 0.0488
H -2.030 0.846 -1.110 -0.1211 0.0109 0.0141
H 2.678 3.049 -1.913 0.0547 0.0268 -0.0027
H 2.034 4.603 -2.371 0.0290 -0.0029 0.0170
H 2.964 3.664 -3.558 0.0133 -0.0249 0.0030
H 1.520 2.960 -5.280 0.0240 0.0114 0.0234
```
Forces are in eV/Å.


Density functional theory data (ωB97M-V with the def2-TZVPD basis set) for the ion C11H20NS2 with charge +1 at a distorted geometry.

Calculated values
SMILES string: C1CSC([N+]23CCC(CC2)CC3)SC1
Frontier orbital gap (eV): 10.0
LUMO level (eV): -2.3
Total charge: +1

```
34
Properties=species:S:1:pos:R:3:forces:R:3
C 4.074 0.428 -0.742 -0.2549 0.3820 -0.6676
C 3.526 -0.999 -0.816 -0.1800 0.8145 0.1981
S 1.799 -1.056 -1.369 -1.3606 0.6389 -0.0299
C 0.938 0.031 -0.054 8.2145 -2.4215 4.1795
N -0.381 -0.114 0.200 -9.2065 0.5599 -1.0491
C -1.109 -1.526 0.150 -0.2058 -0.0826 0.3974
C -2.685 -1.457 0.154 -0.0781 -1.4596 -0.0418
C -3.163 -0.044 0.077 0.1755 -0.0659 0.0731
C -2.685 0.595 1.339 -0.0541 0.7854 1.2116
C -1.107 0.632 1.397 -0.2529 -0.2777 0.2752
C -2.479 0.625 -1.082 -0.5287 1.0496 -1.7170
C -0.991 0.611 -1.060 1.1519 -0.8643 1.5422
S 1.799 1.712 0.229 -1.3672 -0.2620 -0.5693
C 3.526 1.207 0.457 -0.1866 -0.6004 -0.6104
H 5.178 0.423 -0.733 -0.4370 -0.0511 0.0847
H 3.720 0.956 -1.656 0.5780 -0.2452 0.4281
H 4.060 -1.615 -1.530 -0.0604 0.0225 -0.3760
H 3.617 -1.506 0.122 0.0022 -0.3055 0.7416
H 1.332 -0.516 0.891 0.2979 0.7307 -1.2588
H -0.864 -2.123 1.032 0.8375 0.2408 -0.3033
H -0.818 -1.986 -0.783 0.5612 -0.1698 0.0887
H -3.095 -2.101 -0.624 0.4862 0.4277 -0.8583
H -3.145 -2.045 0.976 0.7437 0.9108 0.4069
H -4.234 0.018 -0.030 -0.3428 0.0013 0.0030
H -3.143 0.177 2.257 0.7153 -0.8192 -0.5384
H -3.096 1.592 1.504 0.5065 0.5149 -0.7851
H -0.862 0.168 2.355 0.8255 0.1294 -0.3603
H -0.820 1.671 1.332 0.5819 0.0328 0.1788
H -2.763 0.249 -2.054 -0.3812 -0.8327 -0.1125
H -2.765 1.658 -1.240 -0.3363 0.4234 0.6765
H -0.522 1.578 -0.889 -0.1783 0.1847 -0.9972
H -0.518 -0.022 -1.810 -0.2131 0.7806 -0.6455
H 3.614 0.647 1.364 0.0159 -0.4889 0.6392
H 4.061 2.132 0.634 -0.0693 0.3163 -0.2041
```
Forces are in eV/Å.


Density functional theory data (ωB97M-V with the def2-TZVPD basis set) for an isolated molecule of C5H9NOS.

Calculated values
SMILES string: CC(C)N(C=O)C=S
Frontier orbital gap (eV): 8.5
LUMO level (eV): -0.2

```
17
Properties=species:S:1:pos:R:3:forces:R:3
C -1.494 -0.690 0.634 -0.0484 0.5128 0.1744
C -0.565 0.292 -0.089 -0.1888 -0.4286 -0.1079
C -0.350 1.584 0.679 0.3356 -0.0615 -0.2875
N 0.703 -0.345 -0.513 -0.1508 0.1455 0.3313
C 0.955 -0.440 -1.883 0.5612 -0.2986 -0.3063
O 1.943 -0.928 -2.373 -0.3665 0.1874 0.2072
C 1.654 -0.829 0.338 0.3317 -0.1592 0.0711
S 1.677 -0.880 1.965 -0.1158 0.0668 -0.2626
H -1.110 -0.959 1.617 0.0082 0.0554 -0.0579
H -2.476 -0.213 0.765 0.2481 -0.1260 -0.0401
H -1.629 -1.593 0.057 -0.0456 -0.2851 -0.2071
H -1.031 0.528 -1.049 -0.1480 0.1520 0.0935
H 0.065 1.389 1.661 0.0692 0.0124 0.1170
H -1.302 2.081 0.794 -0.2975 0.1738 0.0548
H 0.320 2.247 0.126 -0.0351 -0.0125 0.1109
H 0.147 -0.022 -2.495 -0.1100 0.0617 0.0275
H 2.493 -1.221 -0.235 -0.0474 0.0038 0.0816
```
Forces are in eV/Å.


Density functional theory data (ωB97M-V with the def2-TZVPD basis set) for an isolated molecule of C3H6N2O at a distorted geometry.

Calculated values
SMILES string: N#C[C@H](O)CN
Frontier orbital gap (eV): 11.2
LUMO level (eV): 0.6

```
12
Properties=species:S:1:pos:R:3:forces:R:3
N -2.555 0.015 1.838 1.0334 0.2328 -0.3214
C -1.492 0.248 1.447 -0.9155 -0.1832 0.3659
C -0.138 0.463 0.890 -0.0494 -0.2465 0.1873
O -0.072 1.709 0.267 0.0687 0.0319 -0.1851
C 0.155 -0.705 -0.122 -0.0794 -0.0958 0.0545
N 0.820 -0.174 -1.304 0.1118 -0.1758 -0.1601
H 0.574 0.413 1.728 -0.1088 0.0176 -0.1298
H 0.402 1.523 -0.572 -0.0782 0.0761 0.0958
H -0.791 -1.174 -0.402 0.1240 0.0851 0.0377
H 0.760 -1.465 0.382 -0.1085 0.1142 -0.0696
H 1.764 -0.522 -1.414 -0.0971 0.0861 0.0305
H 0.304 -0.386 -2.149 0.0990 0.0576 0.0944
```
Forces are in eV/Å.